Record 1
{"formula": "C6H11N2", "method": "the ωB97M-V functional and the def2-TZVPD basis", "elements": ["C", "C", "C", "C", "C", "N", "C", "N", "H", "H", "H", "H", "H", "H", "H", "H", "H", "H", "H"], "positions_angstrom": [[-1.472, -1.359, -1.204], [-1.669, -0.754, 0.128], [-0.494, -0.759, 1.127], [0.415, 0.277, 0.668], [0.215, 1.468, -0.074], [1.546, 2.023, -0.480], [2.426, 1.133, 0.027], [1.922, -0.012, 0.636], [-0.781, -0.660, -1.746], [-2.429, -1.371, -1.729], [-1.067, -2.378, -1.360], [-2.585, -1.225, 0.552], [-1.930, 0.324, 0.021], [-0.114, -1.780, 1.162], [-0.765, -0.447, 2.261], [-0.699, 2.014, 0.011], [1.553, 2.922, -0.979], [3.492, 1.360, -0.110], [2.437, -0.777, 1.089]], "forces_ev_per_a": [[1.29, 0.54, -2.31], [-1.98, 0.39, 2.42], [-1.81, 0.45, 2.08], [4.38, 1.67, -2.53], [2.89, -2.13, 2.10], [-6.21, -0.15, 0.31], [5.53, 0.32, -0.04], [-3.99, 0.84, -0.29], [-0.54, -0.81, -0.02], [0.06, 0.19, -0.11], [-0.05, 0.40, 0.88], [0.62, 0.26, 0.25], [-0.17, -0.84, -0.22], [0.64, 0.22, 0.07], [0.00, -1.00, -2.48], [-0.18, 0.44, -0.66], [0.83, -1.27, 0.73], [-0.64, -0.59, 0.29], [-0.66, 1.07, -0.48]], "largest_force_ev_per_a": 6.22, "homo_ha": [-0.1456, -0.3000], "spin_multiplicity": 2, "e_lumo_ev": [1.08, 1.04], "de_lowest_kj_mol": 229.3, "orbital_gap_ev": [5.04, 9.20], "charge": 0}

=====

Record 2
{"formula": "CH14O6", "method": "the ωB97M-V functional and the def2-TZVPD basis", "elements": ["C", "O", "H", "H", "H", "H", "H", "H", "O", "H", "H", "O", "H", "H", "O", "H", "H", "O", "H", "H", "O"], "positions_angstrom": [[3.451, 1.027, -2.300], [2.456, -0.073, -2.030], [3.316, 1.668, -1.377], [4.506, 0.710, -2.394], [3.090, 1.503, -3.228], [2.570, -0.872, -2.625], [-0.573, 0.762, -1.115], [0.032, -0.404, -0.565], [-0.302, 0.451, -0.235], [0.810, -1.936, 1.449], [-0.151, -3.044, 0.779], [-0.089, -2.343, 1.410], [-2.447, -0.120, 1.906], [-1.451, -1.127, 2.088], [-2.001, -0.558, 2.546], [-1.075, 1.314, -3.107], [-1.173, 0.137, -4.014], [-0.827, 0.386, -3.112], [-3.635, 0.526, 5.972], [-2.822, 0.883, 4.748], [-3.686, 1.112, 5.204]], "forces_ev_per_a": [[-1.52, -0.42, 1.60], [1.60, 0.03, -0.69], [0.19, -0.53, -1.41], [-0.68, -0.38, -0.11], [0.23, 0.08, 0.26], [0.06, 1.24, 0.49], [-0.41, 0.48, 0.18], [0.03, -0.16, 0.77], [0.40, -0.48, -0.89], [-1.05, -0.99, -0.25], [0.42, -0.65, -0.54], [0.65, 1.66, 0.78], [-2.55, 2.39, -3.06], [2.25, -2.48, -1.45], [0.34, 0.12, 4.45], [-0.01, 0.40, 0.11], [0.55, -0.09, 1.40], [-0.55, -0.14, -1.59], [-0.29, 0.17, 0.03], [-1.51, 0.51, 0.55], [1.83, -0.74, -0.65]], "largest_force_ev_per_a": 4.64, "homo_ha": [-0.4995, -0.4757], "spin_multiplicity": 2, "e_lumo_ev": [-3.38, -10.78], "de_lowest_kj_mol": 185.2, "orbital_gap_ev": [10.22, 2.17], "charge": 1}

=====

Record 3
{"formula": "C5H11NO", "method": "the ωB97M-V functional and the def2-TZVPD basis", "elements": ["C", "O", "C", "C", "C", "C", "N", "H", "H", "H", "H", "H", "H", "H", "H", "H", "H", "H"], "positions_angstrom": [[-1.842, 0.049, 0.426], [-1.920, -1.216, 1.074], [-1.083, -0.089, -0.877], [0.308, -0.734, -0.754], [1.307, 0.208, -0.094], [1.929, -0.259, 1.019], [1.385, 1.497, -0.577], [-1.308, 0.715, 1.120], [-2.812, 0.515, 0.242], [-1.799, -1.071, 2.012], [-1.750, -0.647, -1.547], [-0.941, 0.867, -1.381], [0.109, -1.598, -0.123], [0.713, -0.865, -1.764], [2.071, -1.334, 1.004], [2.225, 0.245, 1.936], [1.277, 1.702, -1.553], [2.131, 2.017, -0.162]], "forces_ev_per_a": [[1.04, 0.76, 0.70], [-0.43, -0.19, -0.40], [-0.11, 0.15, -0.64], [0.12, 1.02, -0.59], [-0.28, -0.80, 1.13], [-0.33, -0.23, -0.25], [-0.26, 0.39, 0.66], [0.01, 0.15, -0.33], [-0.25, -0.31, 0.02], [-0.01, -0.07, 0.14], [0.44, -0.30, 0.00], [-0.40, 0.33, 0.26], [0.85, -0.37, -0.48], [-0.43, -0.91, -0.04], [-0.68, -0.06, 0.61], [0.69, 0.49, -0.70], [-0.25, -0.31, -0.11], [0.28, 0.27, 0.01]], "largest_force_ev_per_a": 1.47, "smiles": "C=C(N)CCCO", "homo_ha": -0.2845, "e_lumo_ev": 0.95, "de_lowest_kj_mol": 205.1, "orbital_gap_ev": 8.69, "charge": 0}

=====

Record 4
{"formula": "C52H72O6PS2Tl", "method": "the ωB97M-V functional and the def2-TZVPD basis", "elements": ["Tl", "C", "O", "C", "C", "C", "C", "C", "C", "C", "C", "C", "C", "C", "C", "C", "C", "C", "C", "C", "C", "C", "C", "C", "C", "C", "C", "C", "C", "C", "C", "C", "C", "O", "C", "C", "C", "C", "C", "O", "C", "C", "C", "C", "C", "C", "O", "C", "C", "C", "C", "H", "H", "H", "H", "H", "H", "H", "H", "H", "H", "H", "H", "H", "H", "H", "H", "H", "H", "H", "H", "H", "H", "H", "H", "H", "H", "H", "H", "H", "H", "H", "H", "H", "H", "H", "H", "H", "H", "H", "H", "H", "H", "H", "H", "H", "H", "H", "H", "H", "H", "H", "H", "H", "H", "H", "H", "H", "H", "C", "C", "C", "O", "P", "S", "S", "O", "C", "C", "C", "H", "H", "H", "H", "H", "H", "H", "H", "H", "H", "H", "H", "H", "H"], "positions_angstrom": [[0.141, -1.142, -0.920], [0.168, 0.151, 3.313], [0.462, -0.675, 2.181], [1.211, -1.790, 2.504], [2.590, -1.709, 2.684], [3.528, -0.572, 2.275], [3.077, 0.835, 1.998], [3.545, 1.868, 2.757], [3.304, 3.223, 2.427], [2.440, 3.497, 1.358], [1.866, 2.504, 0.599], [0.749, 2.808, -0.367], [-0.557, 2.829, 0.429], [-0.716, 3.721, 1.484], [-1.838, 3.732, 2.305], [-2.793, 2.750, 2.083], [-2.686, 1.844, 1.033], [-3.718, 0.738, 0.918], [-3.363, -0.342, 1.906], [-3.881, -0.368, 3.177], [-3.496, -1.332, 4.124], [-2.457, -2.228, 3.780], [-1.932, -2.282, 2.521], [-0.864, -3.267, 2.137], [0.551, -3.017, 2.644], [1.253, -4.102, 3.159], [2.603, -4.023, 3.486], [3.246, -2.829, 3.192], [3.381, -5.195, 4.088], [4.363, -5.735, 3.040], [4.159, -4.717, 5.325], [2.455, -6.332, 4.529], [-2.467, -1.404, 1.486], [-2.219, -1.584, 0.278], [-4.176, -1.464, 5.476], [-4.769, -2.879, 5.592], [-3.145, -1.252, 6.597], [-5.311, -0.453, 5.654], [-1.589, 1.928, 0.175], [-1.515, 1.110, -0.925], [-2.171, 1.662, -2.085], [-1.961, 4.787, 3.404], [-0.846, 4.570, 4.438], [-1.819, 6.186, 2.784], [-3.313, 4.716, 4.114], [2.318, 1.132, 0.791], [2.149, 0.256, -0.078], [3.982, 4.317, 3.235], [3.614, 5.718, 2.741], [3.569, 4.193, 4.711], [5.506, 4.146, 3.112], [-0.352, -0.422, 4.086], [-0.479, 0.957, 2.961], [1.079, 0.581, 3.736], [4.005, -0.911, 1.349], [4.309, -0.525, 3.033], [4.145, 1.634, 3.630], [2.196, 4.523, 1.117], [0.708, 2.054, -1.151], [0.913, 3.779, -0.835], [0.078, 4.434, 1.672], [-3.653, 2.665, 2.740], [-3.720, 0.311, -0.082], [-4.705, 1.138, 1.149], [-4.608, 0.390, 3.445], [-2.061, -2.906, 4.529], [-0.838, -3.290, 1.048], [-1.155, -4.266, 2.465], [0.715, -5.034, 3.282], [4.318, -2.749, 3.344], [5.085, -4.970, 2.742], [3.829, -6.064, 2.146], [4.917, -6.589, 3.442], [4.868, -3.925, 5.079], [4.721, -5.549, 5.758], [3.470, -4.334, 6.081], [1.965, -6.810, 3.677], [1.689, -5.971, 5.219], [3.041, -7.095, 5.044], [-4.005, -3.649, 5.473], [-5.535, -3.041, 4.831], [-5.228, -3.005, 6.576], [-2.341, -1.988, 6.549], [-3.631, -1.350, 7.570], [-2.702, -0.254, 6.534], [-6.072, -0.569, 4.878], [-4.942, 0.575, 5.635], [-5.791, -0.617, 6.621], [-1.605, 2.505, -2.480], [-3.182, 1.984, -1.820], [-2.206, 0.883, -2.839], [0.140, 4.616, 3.967], [-0.949, 3.590, 4.911], [-0.891, 5.337, 5.216], [-0.825, 6.343, 2.359], [-1.983, 6.955, 3.543], [-2.552, 6.328, 1.986], [-3.442, 3.766, 4.642], [-4.137, 4.837, 3.407], [-3.382, 5.517, 4.853], [2.543, 5.916, 2.847], [3.898, 5.861, 1.695], [4.149, 6.461, 3.335], [2.482, 4.238, 4.816], [4.003, 5.014, 5.285], [3.915, 3.255, 5.150], [5.825, 4.277, 2.075], [5.831, 3.159, 3.446], [6.012, 4.896, 3.725], [3.832, 0.751, -4.339], [3.057, 1.304, -5.523], [2.596, 2.736, -5.295], [2.005, 0.376, -5.890], [0.465, 0.319, -5.408], [-0.714, 1.607, -6.302], [0.367, 0.406, -3.399], [0.107, -1.131, -5.975], [0.825, -2.381, -5.887], [1.511, -2.612, -4.552], [1.793, -2.485, -7.052], [4.690, 1.398, -4.132], [4.202, -0.255, -4.553], [3.194, 0.718, -3.456], [3.703, 1.291, -6.401], [2.054, 2.822, -4.352], [1.939, 3.063, -6.099], [3.473, 3.388, -5.261], [0.038, -3.123, -6.018], [2.284, -1.862, -4.380], [1.977, -3.602, -4.554], [0.792, -2.560, -3.735], [2.622, -1.788, -6.926], [1.282, -2.252, -7.986], [2.186, -3.504, -7.109]], "forces_ev_per_a": [[0.11, -0.09, -0.48], [-0.07, 0.04, -0.04], [-0.02, 0.17, -0.18], [-0.06, -0.03, 0.13], [0.13, 0.00, 0.02], [-0.21, 0.03, -0.10], [0.09, -0.04, 0.13], [-0.10, -0.02, 0.05], [-0.05, 0.02, -0.08], [0.08, 0.00, 0.03], [-0.09, 0.05, -0.05], [-0.02, -0.13, 0.18], [0.12, 0.12, 0.10], [0.08, 0.01, -0.02], [0.00, 0.02, -0.01], [-0.04, -0.02, 0.06], [0.02, 0.04, -0.01], [0.17, -0.11, -0.01], [-0.21, -0.02, -0.01], [0.04, 0.06, 0.08], [0.02, 0.01, -0.09], [0.02, 0.05, -0.03], [0.10, -0.02, 0.03], [0.07, 0.23, 0.07], [-0.09, -0.09, 0.08], [0.03, -0.01, -0.08], [-0.10, -0.03, 0.01], [0.06, 0.01, -0.06], [0.01, 0.03, 0.02], [0.04, 0.01, 0.01], [-0.07, 0.00, -0.05], [0.02, 0.05, -0.03], [-0.11, -0.05, -0.02], [-0.03, 0.00, 0.23], [0.00, 0.04, 0.08], [0.00, 0.03, -0.02], [0.04, 0.00, -0.03], [0.04, 0.01, 0.01], [-0.05, 0.01, -0.03], [-0.04, -0.21, 0.02], [-0.25, 0.04, 0.00], [0.02, -0.02, -0.01], [-0.01, -0.01, 0.00], [0.00, 0.00, -0.01], [0.02, -0.05, 0.01], [0.13, 0.02, 0.00], [-0.11, 0.09, 0.11], [0.01, 0.06, 0.04], [-0.01, -0.04, 0.02], [-0.02, -0.05, -0.01], [-0.03, 0.01, -0.01], [-0.01, -0.03, -0.03], [0.02, -0.03, -0.05], [0.03, -0.03, -0.04], [0.03, -0.07, 0.01], [0.07, 0.03, 0.00], [0.04, 0.03, -0.06], [0.02, -0.02, 0.03], [-0.02, 0.05, -0.07], [0.01, 0.02, -0.01], [-0.06, -0.01, -0.01], [0.05, 0.05, -0.09], [-0.02, 0.05, -0.04], [-0.04, 0.00, -0.02], [0.00, -0.10, 0.00], [-0.09, -0.03, -0.01], [0.05, -0.07, -0.06], [-0.05, -0.01, 0.03], [0.03, 0.04, 0.02], [-0.04, -0.02, 0.01], [-0.04, -0.05, 0.00], [0.03, 0.01, 0.02], [-0.02, 0.05, -0.01], [-0.01, -0.04, 0.02], [-0.02, 0.04, -0.01], [0.05, -0.01, 0.00], [-0.01, 0.02, 0.04], [0.02, -0.05, -0.03], [-0.02, 0.00, -0.03], [-0.02, 0.02, 0.02], [0.04, 0.00, 0.03], [0.00, 0.00, -0.03], [-0.03, 0.05, 0.01], [0.01, 0.00, -0.02], [-0.01, -0.04, 0.00], [0.02, 0.03, 0.05], [-0.04, -0.05, 0.00], [0.01, 0.01, -0.02], [0.04, 0.00, -0.01], [0.01, -0.01, 0.11], [0.03, 0.07, 0.05], [-0.03, 0.00, 0.03], [0.02, 0.04, -0.01], [0.01, -0.03, -0.02], [-0.05, -0.02, 0.01], [0.02, -0.04, -0.02], [0.02, 0.02, 0.04], [-0.01, 0.05, -0.03], [0.01, 0.00, 0.05], [0.00, -0.02, -0.01], [0.05, 0.00, -0.02], [-0.04, 0.01, 0.05], [-0.02, -0.02, -0.01], [0.05, 0.01, 0.01], [0.00, -0.03, -0.01], [-0.03, 0.05, -0.01], [0.00, -0.02, 0.05], [0.00, 0.05, 0.00], [-0.01, -0.02, -0.03], [0.04, 0.06, 0.01], [-0.10, -0.09, 0.03], [-0.08, -0.12, -0.05], [0.19, 0.19, 0.16], [-0.30, 0.35, -0.31], [0.31, -0.20, 0.19], [0.40, -0.09, 0.08], [-0.12, -0.27, 0.17], [0.14, 0.23, -0.07], [0.00, 0.00, -0.03], [0.03, -0.07, -0.03], [-0.03, -0.05, -0.02], [-0.03, 0.05, 0.01], [0.01, -0.03, -0.01], [0.03, -0.01, -0.09], [-0.05, 0.01, 0.01], [0.01, 0.01, 0.01], [-0.05, -0.07, 0.02], [-0.06, -0.05, 0.02], [-0.03, -0.04, 0.04], [-0.05, 0.04, -0.03], [0.02, -0.01, 0.02], [-0.03, -0.03, -0.01], [0.02, -0.01, 0.02], [0.01, 0.05, -0.02]], "largest_force_ev_per_a": 0.55, "homo_ha": [-0.2369, -0.2368], "e_lumo_ev": [-2.15, -2.11], "orbital_gap_ev": [4.30, 4.34], "charge": 0}